Formula: C21H20CoN4O3
Source: OMol25
Level of theory: wB97M-V/def2-TZVPD

The geometry in XYZ format:
```
49
Properties=species:S:1:pos:R:3
Co 0.35 0.85 -0.11
C -3.72 -1.87 2.17
C -3.67 -0.48 2.04
C -2.45 0.15 1.87
C -1.26 -0.58 1.82
C -1.32 -1.97 1.93
C -2.54 -2.60 2.12
N -0.05 0.09 1.56
C 1.07 -0.16 2.26
C 1.19 -0.89 3.46
C 2.43 -1.03 4.04
C 3.59 -0.47 3.47
C 3.51 0.26 2.32
C 2.26 0.44 1.72
N 2.00 1.12 0.58
N 2.90 1.72 -0.11
C 2.35 2.24 -1.25
C 3.13 2.95 -2.17
C 2.52 3.50 -3.28
C 1.15 3.35 -3.46
C 0.45 2.61 -2.53
N 1.02 2.04 -1.47
H -4.67 -2.36 2.30
H -4.58 0.10 2.07
H -2.39 1.24 1.79
H -0.41 -2.55 1.82
H -2.58 -3.68 2.20
H 0.32 -1.32 3.92
H 2.51 -1.59 4.96
H 4.55 -0.62 3.95
H 4.39 0.71 1.86
H 4.19 3.04 -1.98
H 3.11 4.04 -4.01
H 0.64 3.79 -4.30
H -0.62 2.44 -2.64
C -1.09 -0.43 -3.36
C -1.30 -0.85 -1.91
C -2.56 -1.67 -1.73
O -1.41 0.37 -1.10
C -0.04 -1.67 -1.48
O 0.03 -2.83 -1.86
O 0.83 -1.03 -0.80
H -1.97 0.08 -3.75
H -0.89 -1.32 -3.95
H -0.22 0.23 -3.43
H -3.43 -1.11 -2.07
H -2.69 -1.95 -0.68
H -2.47 -2.58 -2.31
H -2.15 0.24 -0.49
```

⟨S²⟩: 0.820
M in g mol⁻¹: 435.35
E_HOMO (alpha / beta) in eV: -7.3 / -7.4
Spin multiplicity: 2
ΔE to the lowest compared entry with this formula, charge and spin in kJ/mol: 0.0